# 1
# CHN2S2

A structure of composition CHN2S2 at a distorted geometry (the ωB97M-V functional and the def2-TZVPD basis, the Open Molecules 2025 dataset).

Positions of all 6 atoms, in Å:
N1 -1.82 -0.55 2.18
N2 -0.34 0.02 0.26
H1 0.43 0.02 -0.39
S1 -0.55 -1.36 2.10
S2 -1.57 0.93 0.23
C1 -2.48 0.36 1.64

Output
Net charge: +1
Multiplicity: 1
DFT total energy: -25691.139 eV
HOMO (spin up / spin down): -14.825 / -14.825 eV
Relative energy (zero: lowest compared OMol25 entry of this formula, charge and spin): 2.729 eV
Lowest unoccupied orbital energy (spin up / spin down): -8.093 / -8.092 eV

---

# 2
# C4H5NOS

A cluster of 2 separate species, C4H5NOS in total at a distorted geometry (the ωB97M-V functional and the def2-TZVPD basis, the Open Molecules 2025 dataset).

Positions of all 12 atoms, in Å:
H1 0.44 2.35 -2.89
C1 -0.27 -0.98 -0.36
C2 0.69 -1.04 0.74
H2 1.49 -1.81 0.72
C3 0.79 -0.05 1.58
N1 -1.17 1.15 -0.85
H3 -2.42 -0.29 0.00
H4 0.19 1.00 1.28
O1 -0.42 -1.95 -1.09
C4 -1.32 -0.05 -0.42
H5 1.40 0.02 2.31
S1 0.59 1.65 -1.03

Output
Net charge: 0
Multiplicity: 1
DFT total energy: -18595.894 eV
HOMO: -9.303 eV
Relative energy (zero: lowest compared OMol25 entry of this formula, charge and spin): 6.025 eV
Lowest unoccupied orbital energy: -1.106 eV

---

# 3
# C8H13NO3

A structure of composition C8H13NO3 at a distorted geometry (the ωB97M-V functional and the def2-TZVPD basis, the Open Molecules 2025 dataset).

Positions of all 25 atoms, in Å:
H1 1.72 2.08 0.66
C1 -0.58 -0.72 0.03
O1 -0.01 -1.33 -1.04
C2 1.74 1.25 -0.17
O2 -2.92 1.08 -0.94
C3 1.74 -0.09 0.62
H2 0.40 -1.41 1.78
H3 -0.45 -1.19 -1.87
C4 -1.94 -1.18 0.42
H4 -3.70 -2.17 -0.13
H5 -0.94 1.63 0.42
H6 -2.56 -1.74 -1.50
H7 2.44 0.00 1.42
C5 0.64 1.34 -1.32
C6 -0.73 1.09 -0.55
C7 -2.78 -1.73 -0.44
H8 2.02 -1.06 0.05
O3 -1.69 0.54 -2.50
H9 -2.27 -1.26 1.46
N1 -1.82 0.92 -1.36
H10 0.57 0.45 -2.04
H11 0.80 2.24 -1.79
H12 2.68 1.55 -0.74
H13 -0.12 0.39 1.85
C8 0.35 -0.43 1.15

Output
Net charge: 0
Multiplicity: 3
DFT total energy: -16129.631 eV
HOMO (spin up / spin down): -5.350 / -9.116 eV
Relative energy (zero: lowest compared OMol25 entry of this formula, charge and spin): 2.110 eV
⟨S²⟩: 2.0189
Lowest unoccupied orbital energy (spin up / spin down): 0.716 / -3.721 eV

---

# 4
# C18H28N2O6S2

The molecule C18H28N2O6S2 at a distorted geometry (the ωB97M-V functional and the def2-TZVPD basis, the Open Molecules 2025 dataset).

Positions of all 56 atoms, in Å:
C1 -3.93 0.52 3.12
O1 1.83 1.69 0.20
H1 -4.54 -1.36 2.25
H2 -1.51 2.81 2.00
H3 -1.73 -2.86 -3.49
H4 -2.12 -1.55 -2.38
H5 -0.05 -0.33 -3.11
H6 3.27 -1.79 0.55
C2 1.96 -1.54 -1.80
S1 1.36 0.84 -0.86
H7 -0.03 -0.56 1.19
O2 -3.38 0.07 4.08
H8 -2.11 -1.26 -4.12
C3 5.58 -0.06 0.49
H9 -1.04 1.76 -2.24
H10 -5.84 -0.18 2.50
H11 2.67 -2.35 -1.62
H12 -3.49 3.67 3.30
C4 6.09 -1.39 1.05
H13 4.68 -0.91 -1.28
C5 -1.61 2.62 3.07
O3 -3.29 2.32 -2.84
H14 5.34 -1.86 1.68
C6 4.40 -0.23 -0.47
H15 4.15 0.74 -0.91
C7 -3.11 0.36 0.09
N1 1.96 -0.70 -0.62
C8 -3.07 2.69 3.49
C9 -1.62 -1.79 -3.31
H16 2.93 -0.13 1.09
N2 -3.66 1.62 -1.93
C10 3.14 -0.75 0.22
H17 -2.39 -0.81 1.76
H18 -3.17 2.43 4.55
H19 5.28 0.59 1.31
H20 6.34 -2.07 0.24
H21 6.39 0.43 -0.05
H22 6.98 -1.22 1.65
H23 0.66 -3.18 -2.34
H24 2.31 -0.97 -2.67
S2 -4.81 0.31 0.46
O4 1.53 1.28 -2.22
C11 -4.81 -0.30 2.19
C12 -0.14 -1.41 -3.24
C13 -2.12 -0.23 0.89
C14 -2.69 1.05 -1.06
C15 -1.34 1.20 -1.37
O5 -4.83 1.35 -1.69
H25 0.34 -1.67 -4.18
H26 -1.04 3.36 3.62
C16 -0.79 -0.10 0.57
C17 0.57 -2.12 -2.09
H27 -0.03 -2.05 -1.18
O6 -3.88 1.79 2.73
H28 -1.20 1.63 3.29
C18 -0.40 0.62 -0.55

Output
Net charge: 0
Multiplicity: 1
Structure (SMILES): CCCCN(CCCC)S(=O)(=O)c1ccc(SCC(=O)OCC)c([N+](=O)[O-])c1
DFT total energy: -56053.090 eV
HOMO: -8.952 eV
Relative energy (zero: lowest compared OMol25 entry of this formula, charge and spin): 2.969 eV
Lowest unoccupied orbital energy: -0.848 eV

---

# 5
# H10O5

A structure of composition H10O5 at a distorted geometry (the ωB97M-V functional and the def2-TZVPD basis, the Open Molecules 2025 dataset).

Positions of all 15 atoms, in Å:
O1 -0.40 3.19 1.06
O2 -0.14 -0.39 0.59
H1 0.70 -0.53 0.16
O3 -1.19 -2.40 0.47
H2 -0.23 2.61 0.32
H3 -0.63 -0.22 -0.73
H4 -0.14 0.54 0.84
H5 2.10 0.37 0.09
H6 -0.48 -1.77 0.54
H7 2.39 -1.06 -0.33
H8 -1.29 2.99 1.32
O4 -0.78 -0.44 -1.65
H9 0.09 -0.39 -2.05
O5 1.70 -0.39 -0.33
H10 -1.71 -2.10 -0.28

Output
Net charge: 0
Multiplicity: 1
DFT total energy: -10396.721 eV
HOMO: -9.764 eV
Relative energy (zero: lowest compared OMol25 entry of this formula, charge and spin): 4.129 eV
Lowest unoccupied orbital energy: -0.460 eV

---

# 6
# C3H8NOP

The molecule C3H8NOP at a distorted geometry (the ωB97M-V functional and the def2-TZVPD basis, the Open Molecules 2025 dataset).

Positions of all 14 atoms, in Å:
C1 1.31 1.96 -0.13
H1 0.08 -0.21 -2.45
H2 1.77 -1.06 -1.20
H3 -1.13 -2.06 1.31
H4 -1.19 -2.35 -0.56
H5 -0.20 3.11 0.85
H6 -2.18 -0.98 0.33
P1 0.57 -0.40 -1.10
H7 -0.87 1.86 -0.35
N1 -0.20 -0.57 0.26
C2 -1.26 -1.59 0.33
O1 1.48 0.95 -1.03
C3 0.06 2.29 0.17
H8 2.27 2.25 0.19

Output
Net charge: 0
Multiplicity: 1
Structure (SMILES): C=CO[PH2]=NC
DFT total energy: -16064.144 eV
HOMO: -8.531 eV
Relative energy (zero: lowest compared OMol25 entry of this formula, charge and spin): 2.910 eV
Lowest unoccupied orbital energy: 0.875 eV